{"formula": "C2H11O4", "method": "the ωB97M-V functional and the def2-TZVPD basis", "max_force_ev_per_a": 1.8, "e_above_lowest_ev": 0.488, "lumo_energy_ev": 4.1, "total_energy_ha": -383.78789, "orbital_gap_ha": 0.308, "total_charge": -1, "species": ["C", "O", "C", "H", "H", "H", "H", "H", "H", "H", "O", "H", "H", "O", "H", "H", "O"], "xyz": [[-0.164, 0.314, -0.764], [0.140, -0.152, 0.521], [-1.532, -0.235, -1.260], [0.649, 0.035, -1.442], [-0.164, 1.421, -0.728], [-1.507, -0.493, -2.310], [-2.377, 0.365, -0.924], [-1.557, -1.145, -0.650], [2.136, -1.953, -0.022], [0.729, -1.780, 0.466], [1.390, -2.481, 0.227], [-1.972, 1.688, 1.303], [-1.044, 0.361, 1.573], [-1.594, 1.110, 1.972], [2.704, 1.627, 0.454], [1.652, 0.465, 0.611], [2.512, 0.851, 0.973]], "nbo_charge": [-0.053, -0.960, -0.662, 0.129, 0.118, 0.187, 0.189, 0.224, 0.455, 0.509, -1.011, 0.447, 0.520, -1.026, 0.438, 0.508, -1.010]}



{"formula": "C20H25N2", "method": "the ωB97M-V functional and the def2-TZVPD basis", "max_force_ev_per_a": 1.9, "e_above_lowest_ev": 0.659, "lumo_energy_ev": -4.9, "total_energy_ha": -886.38546, "orbital_gap_ha": 0.254, "total_charge": 1, "species": ["C", "C", "N", "C", "C", "C", "C", "C", "C", "C", "C", "C", "C", "C", "C", "C", "C", "C", "H", "H", "H", "H", "H", "H", "H", "H", "H", "H", "H", "H", "H", "H", "H", "H", "C", "C", "C", "N", "H", "H", "H", "H", "H", "H", "H", "H", "H"], "xyz": [[1.725, -1.774, -1.076], [1.463, -0.327, -1.141], [2.446, 0.601, -1.216], [3.866, 0.285, -1.252], [1.903, 1.896, -1.291], [0.494, 1.757, -1.292], [-0.297, 2.875, -1.515], [0.312, 4.129, -1.652], [1.710, 4.257, -1.609], [2.532, 3.125, -1.449], [0.192, 0.330, -1.181], [-1.049, -0.297, -1.229], [-2.334, 0.364, -1.158], [-2.642, 1.373, -0.205], [-3.884, 2.008, -0.213], [-4.842, 1.667, -1.175], [-4.565, 0.660, -2.109], [-3.342, 0.000, -2.084], [0.749, -2.267, -1.042], [2.264, -2.160, -1.958], [2.271, -2.076, -0.165], [4.414, 1.224, -1.338], [4.186, -0.236, -0.338], [4.118, -0.356, -2.109], [-1.374, 2.752, -1.580], [-0.320, 5.006, -1.795], [2.152, 5.248, -1.706], [3.620, 3.177, -1.437], [-1.048, -1.370, -1.453], [-1.876, 1.668, 0.517], [-4.097, 2.782, 0.526], [-5.805, 2.177, -1.194], [-5.304, 0.380, -2.859], [-3.108, -0.796, -2.794], [1.557, -3.658, 4.497], [0.407, -3.591, 3.503], [0.228, -2.209, 2.878], [-0.833, -2.197, 1.879], [1.627, -4.657, 4.932], [2.515, -3.442, 4.014], [1.419, -2.948, 5.317], [0.575, -4.316, 2.700], [-0.524, -3.868, 4.011], [0.037, -1.477, 3.684], [1.153, -1.925, 2.361], [-1.701, -2.525, 2.294], [-0.988, -1.267, 1.501]], "nbo_charge": [-0.695, 0.405, -0.280, -0.422, 0.117, -0.013, -0.194, -0.195, -0.179, -0.216, -0.189, 0.047, -0.074, -0.197, -0.206, -0.151, -0.209, -0.170, 0.254, 0.261, 0.266, 0.236, 0.234, 0.233, 0.236, 0.235, 0.238, 0.229, 0.229, 0.229, 0.235, 0.236, 0.238, 0.224, -0.604, -0.404, -0.204, -0.850, 0.222, 0.199, 0.207, 0.203, 0.198, 0.167, 0.164, 0.363, 0.348]}



{"formula": "C6H7N", "method": "the ωB97M-V functional and the def2-TZVPD basis", "max_force_ev_per_a": 3.2, "e_above_lowest_ev": 1.981, "lumo_energy_ev": 0.8, "total_energy_ha": -287.51442, "orbital_gap_ha": 0.383, "species": ["N", "C", "C", "C", "C", "C", "C", "H", "H", "H", "H", "H", "H", "H"], "xyz": [[-0.348, 3.187, -1.017], [-0.295, 2.111, -0.590], [-0.286, 0.796, 0.042], [1.009, 0.231, 0.689], [0.905, -1.226, 0.370], [-0.185, -1.551, -0.325], [-1.039, -0.362, -0.687], [-0.506, 0.892, 1.125], [1.919, 0.788, 0.484], [0.863, 0.341, 1.816], [1.626, -1.916, 0.786], [-0.461, -2.565, -0.600], [-1.137, -0.260, -1.782], [-2.065, -0.468, -0.310]], "nbo_charge": [-0.329, 0.296, -0.374, -0.394, -0.193, -0.178, -0.420, 0.285, 0.232, 0.192, 0.217, 0.218, 0.226, 0.222]}



{"formula": "C3H4N2OS", "method": "the ωB97M-V functional and the def2-TZVPD basis", "max_force_ev_per_a": 7.6, "e_above_lowest_ev": 4.755, "lumo_energy_ev": 0.1, "total_energy_ha": -699.49737, "orbital_gap_ha": 0.330, "species": ["C", "C", "C", "N", "N", "O", "S", "H", "H", "H", "H"], "xyz": [[1.532, 0.799, 0.180], [1.606, -0.356, -0.535], [-0.142, -0.269, 0.548], [0.375, 0.781, 0.907], [-2.138, -0.744, 0.906], [0.489, -1.082, -0.292], [-2.823, 0.214, -0.292], [2.233, 1.589, 0.233], [2.394, -0.805, -0.933], [-2.320, -0.410, 1.839], [-3.236, -0.897, -0.921]], "nbo_charge": [-0.104, 0.044, 0.669, -0.515, -0.768, -0.417, 0.206, 0.216, 0.196, 0.369, 0.104]}